# 1
A structure of composition C22H44MoN3OP2. Source: the Open Molecules 2025 dataset; level of theory: ωB97M-V/def2-TZVPD.

Element x y z (Å)
Mo 0.7094 -0.0901 0.3249
P 0.1741 -1.8989 -1.1597
P 0.2981 2.2169 0.6937
N 2.5579 0.3892 -0.7829
C 1.7388 -1.7178 -2.0976
H 2.3133 -2.6499 -1.9234
H 1.4939 -1.7538 -3.1817
C 2.7562 -0.5455 -1.8814
H 3.7562 -1.0569 -1.9046
H 2.7711 0.0020 -2.8143
C 2.4587 1.7866 -1.1907
H 1.6973 1.8484 -2.0191
H 3.3570 2.2558 -1.6079
C 1.9606 2.6978 -0.0431
H 1.9401 3.7775 -0.3514
H 2.7160 2.6262 0.7675
C 0.4143 2.9875 2.4268
C 0.8969 2.0000 3.4668
H 1.8894 1.5935 3.2575
H 0.2056 1.1629 3.5682
H 0.9198 2.5050 4.4352
C -0.8759 3.2796 -0.2498
C -2.3408 3.0745 0.1467
H -2.9637 3.4866 -0.6558
H -2.6261 3.5853 1.0765
H -2.6092 2.0208 0.2314
C -1.2459 -2.2998 -2.4041
C -2.5013 -2.8696 -1.7549
H -3.3082 -2.8611 -2.4944
H -2.8607 -2.2994 -0.8938
H -2.3728 -3.9111 -1.4524
C 0.3752 -3.4734 -0.1490
C -0.7923 -3.7122 0.7836
H -0.3821 -4.1418 1.6953
H -1.4889 -4.4490 0.3828
H -1.3569 -2.8312 1.1014
C -1.0765 -0.3493 0.9843
C -0.4842 4.7792 -0.2017
H 0.3240 5.0275 0.5053
H -0.1315 5.0804 -1.1945
H -1.3576 5.4133 0.0082
C -0.7849 -3.1582 -3.5638
H -1.6581 -3.5609 -4.0860
H -0.1928 -2.6013 -4.2984
H -0.2247 -4.0245 -3.2217
C 0.7112 -4.6817 -1.0014
H 1.0336 -5.4655 -0.3119
H -0.1578 -5.0718 -1.5360
H 1.5164 -4.5182 -1.7225
C -0.8591 3.6839 2.9101
H -1.7267 3.0110 2.9284
H -0.6793 4.0398 3.9310
H -1.1249 4.5719 2.3289
H 1.1994 3.7441 2.2796
H 1.2639 -3.1757 0.4291
H -0.7226 2.8921 -1.2777
H -1.4704 -1.2897 -2.7618
O -2.2393 -0.4760 1.2281
H -1.1852 0.3902 -1.5584
H -0.9202 0.5166 -2.2504
N 3.7352 -0.5118 1.3511
C 3.0145 -1.2846 2.1751
C 3.6628 -2.1572 3.0839
C 2.9111 -2.7615 4.0697
C 1.5386 -2.5201 4.0583
C 0.9083 -1.7537 3.0638
N 1.6600 -1.1710 2.0876
H 4.7331 -0.4940 1.3374
H 3.3214 0.0089 0.5434
H 4.7318 -2.2713 2.9711
H 3.3929 -3.4174 4.7868
H 0.9138 -2.9742 4.8102
H -0.1731 -1.5140 3.0847

Forces on the atoms, in the same order (eV/Å):
3.456 -1.791 1.811
-1.135 -2.266 -1.252
0.273 3.354 0.465
-2.610 0.130 -1.588
0.848 -0.639 -0.417
-0.524 0.307 0.005
0.054 0.156 0.646
0.845 -0.545 -1.041
-0.548 0.709 0.659
0.018 0.423 -0.170
-0.923 1.272 -0.233
0.668 -0.239 0.359
0.241 -0.514 -0.013
0.886 -0.221 0.321
-0.131 -1.006 0.183
-0.421 0.155 -0.196
-0.055 -0.125 -0.061
0.120 -0.396 0.216
0.048 0.059 0.016
-0.099 -0.047 0.051
0.174 -0.092 -0.081
-0.290 -0.289 -0.417
-0.411 -0.107 -0.192
0.097 -0.017 0.170
0.238 -0.215 -0.441
-0.063 -0.048 0.048
-0.064 1.322 0.284
-0.169 -0.092 0.424
0.198 0.082 -0.001
0.086 -0.037 -0.053
0.025 0.145 -0.067
0.611 1.384 -0.091
-0.192 -0.325 0.738
-0.074 -0.153 0.130
0.033 0.190 -0.003
0.090 -0.158 -0.229
-7.835 -0.735 1.554
0.495 0.182 -0.420
-0.441 -0.041 -0.137
0.003 0.012 0.206
0.264 -0.362 0.134
0.592 -0.192 -0.310
0.003 0.231 0.086
-0.089 -0.178 0.135
0.062 0.031 -0.230
0.057 -0.405 -0.117
0.063 -0.019 -0.086
0.077 0.100 0.168
-0.061 -0.084 0.142
-0.339 0.115 -0.133
0.274 0.122 0.164
0.003 -0.170 -0.132
0.108 -0.258 0.036
-0.128 -0.128 -0.168
-0.063 -0.422 0.100
-0.252 0.296 0.300
-0.171 -0.311 -0.188
5.754 0.648 -0.935
0.069 0.273 0.023
0.095 0.270 0.129
0.270 0.818 -0.911
0.485 -0.089 -0.301
-0.574 0.265 0.071
0.745 0.343 -1.139
-2.054 0.528 -0.635
0.717 -0.813 1.594
-0.938 1.239 -1.319
0.503 -0.432 0.481
0.438 -0.794 1.481
0.016 -0.042 0.220
-0.223 0.091 0.060
-0.119 0.047 0.128
0.897 -0.500 -0.029

Calculated values
- LUMO energy (alpha / beta): -11.533 / -12.308 eV
- Multiplicity: 3
- Energy: -50448.98192 eV
- E_HOMO (alpha / beta): -17.2 / -17.2 eV
- Kohn-Sham gap (alpha / beta): 5.71 / 4.90 eV
- Net charge: +3



# 2
A cluster of 4 separate species, C14H26BBr6NO5P in total. Source: the Open Molecules 2025 dataset; level of theory: ωB97M-V/def2-TZVPD.

Element x y z (Å)
C 6.4745 -2.3520 -1.4147
C 4.8602 -2.3048 -1.8483
C 3.7644 -3.4429 -1.3913
C 2.1429 -3.3671 -1.7959
C 1.7350 -2.0419 -2.7285
C 0.1654 -1.7305 -3.2115
N -0.2144 -0.4318 -2.4693
O -0.4931 0.5893 -3.2979
B 0.2707 1.8084 -2.9704
O 0.8459 2.5766 -4.1211
O 0.4876 2.3845 -1.6293
P -1.7083 -0.6531 -1.4553
O -1.6929 0.6969 -0.3060
O -1.4327 -2.0629 -0.4098
C 2.8476 -0.9063 -3.2146
C 4.4457 -0.9967 -2.8032
H 7.1905 -2.1022 -2.3130
H 6.6177 -1.4827 -0.6094
H 6.7315 -3.3744 -0.8864
H 4.1244 -4.3517 -0.7480
H 1.3462 -4.1583 -1.4572
H 0.0547 -1.6431 -4.3738
H -0.5513 -2.5844 -2.8280
H 0.5478 -0.2207 -1.7643
H 1.0599 1.8412 -4.7952
H 1.4433 2.6927 -1.5894
H -0.7788 0.7811 0.1158
H -1.0834 -1.7061 0.4651
H 2.5294 0.0215 -3.8701
H 5.2417 -0.1817 -3.1423
Br -4.0566 5.2831 0.6640
C -3.2622 4.1095 2.0045
C -1.7702 4.3259 2.1049
Br -0.8329 3.4769 0.6198
H -3.5358 3.0858 1.7351
H -3.7548 4.3774 2.9437
H -1.3708 3.8475 3.0034
H -1.4831 5.3809 2.1022
Br -0.3456 -2.8374 2.7684
C 1.5107 -2.2459 2.6690
C 1.6501 -0.8075 3.1098
Br 1.0502 0.4185 1.7162
H 1.8470 -2.4209 1.6435
H 2.0567 -2.9109 3.3443
H 2.7010 -0.5554 3.2766
H 1.0771 -0.5716 4.0107
Br -7.3963 1.3418 1.4196
C -6.7142 0.4586 3.0197
C -5.4999 1.1747 3.5634
Br -3.9109 0.7703 2.5067
H -6.5205 -0.5833 2.7512
H -7.5383 0.4971 3.7379
H -5.2660 0.8253 4.5728
H -5.6065 2.2628 3.5759

Forces on the atoms, in the same order (eV/Å):
-1.166 0.431 0.774
-2.208 0.698 -1.382
-1.343 2.814 -1.976
3.500 4.102 -1.737
2.671 -0.370 0.680
1.753 -1.979 0.450
2.000 -2.361 2.406
1.208 3.391 -0.435
1.423 3.601 -0.766
-1.059 -4.599 1.933
1.014 -2.478 -3.391
-3.321 -0.421 4.226
2.132 -3.150 -2.318
0.861 3.754 -1.055
1.945 -2.531 2.168
-3.927 -3.407 1.572
-1.650 -0.751 1.705
-0.297 -1.944 -1.731
-0.486 2.120 -1.305
-0.702 1.999 -1.396
1.802 1.751 -0.764
0.167 0.337 2.422
1.449 1.726 -0.730
-0.148 -0.084 -1.181
-0.623 1.969 0.968
-1.687 -0.123 -0.150
-1.566 0.117 -0.348
-0.410 -0.814 -0.998
0.520 -2.179 1.368
-1.983 -2.039 0.821
0.042 -0.121 0.023
-0.204 0.255 -0.081
0.129 -0.165 0.250
-0.123 0.522 0.249
0.219 0.496 0.022
0.175 -0.027 -0.104
-0.127 0.064 -0.119
-0.147 -0.259 -0.047
0.078 0.093 -0.147
-0.023 -0.221 0.186
0.236 -0.150 0.010
0.085 0.150 0.091
-0.038 0.135 0.230
-0.077 0.189 -0.083
-0.181 -0.050 -0.093
0.064 -0.098 -0.286
0.119 -0.120 0.070
-0.307 0.122 -0.075
0.102 -0.156 0.249
-0.026 -0.310 0.054
0.057 0.288 0.105
0.221 0.021 -0.068
-0.078 0.033 -0.181
-0.065 -0.272 -0.084

Calculated values
- LUMO energy: -3.241 eV
- Energy: -456873.97767 eV
- E_HOMO: -11.6 eV
- Kohn-Sham gap: 8.41 eV
- Net charge: +1



# 3
A structure of composition C30H33AsIrNOP. Source: the Open Molecules 2025 dataset; level of theory: ωB97M-V/def2-TZVPD.

Element x y z (Å)
Ir -0.2040 1.4396 -0.9777
C 4.5534 -0.3459 0.8077
C 3.9621 0.8911 1.4079
C 4.7368 1.6723 2.2744
C 4.2118 2.8185 2.8621
C 2.9195 3.2015 2.5460
C 2.0937 2.4737 1.7198
C 2.6475 1.3201 1.1005
P 1.6556 0.4899 -0.1248
C 1.5966 -1.3060 0.2150
C 1.7856 -2.2423 -0.8042
C 1.9721 -3.5820 -0.4673
C 1.8236 -4.0543 0.8507
C 1.4024 -3.1632 1.8293
C 1.3106 -1.7933 1.5212
C 0.8812 -0.8930 2.6481
C 2.3641 0.7263 -1.8377
C 3.6099 1.3409 -2.0281
C 4.0507 1.7700 -3.2765
C 3.1687 1.6559 -4.3855
C 1.8769 1.1903 -4.1736
C 1.4780 0.6655 -2.9202
C 0.0654 0.2570 -2.7517
H 5.6638 -0.2672 0.8880
H 4.3133 -0.5194 -0.2499
H 4.3218 -1.3057 1.2784
H 5.7710 1.3899 2.5201
H 4.8546 3.4483 3.4971
H 2.5244 4.1081 2.9933
H 1.0465 2.7487 1.5813
H 1.7979 -1.9615 -1.8634
H 2.2523 -4.2591 -1.2474
H 2.0101 -5.0933 1.1233
H 1.1750 -3.4102 2.8828
H 0.2216 -1.4431 3.2806
H 0.3759 0.0093 2.2772
H 1.7456 -0.5772 3.2767
H 4.2285 1.4996 -1.0952
H 5.0659 2.1387 -3.3583
H 3.5198 1.8852 -5.3742
H 1.1272 1.1923 -4.9614
H -0.1517 -0.7958 -2.5565
H -0.5267 0.6792 -3.5264
O -0.6783 3.8920 0.6475
N -0.6390 2.8680 0.0574
C -2.4864 -1.7597 -0.6030
As -2.2840 0.2157 -0.6722
C -3.7361 0.5210 -1.9701
C -3.2392 0.6070 1.0557
C -4.6118 0.0045 1.0939
C -4.8655 -1.2982 1.4990
C -6.0112 -1.9692 1.1826
C -7.0263 -1.2583 0.5277
C -6.9493 0.1272 0.3834
C -5.7326 0.7571 0.6519
H -3.5265 -1.9378 -0.8340
H -2.3293 -2.0606 0.4515
H -1.8285 -2.2567 -1.2776
H -4.1357 -0.4658 -2.2810
H -3.4065 1.0603 -2.8730
H -4.5189 1.1052 -1.4627
H -3.2662 1.6754 1.0448
H -2.5932 0.3105 1.8815
H -4.0334 -1.7858 2.0165
H -6.0379 -3.0735 1.3594
H -7.9132 -1.7826 0.1629
H -7.8280 0.6797 0.1356
H -5.6218 1.8250 0.4208

Forces on the atoms, in the same order (eV/Å):
-1.500 -0.564 0.172
1.528 -0.475 -0.361
-0.405 -0.001 -0.113
0.083 -0.080 0.340
0.629 -0.005 -0.475
-0.677 0.931 0.781
0.645 -0.955 -0.480
-0.180 0.694 0.420
0.642 -1.499 -0.631
-0.814 -0.123 0.607
0.278 -0.400 -0.022
-0.172 0.084 0.390
-0.065 0.304 -0.067
0.118 0.921 -0.097
0.102 0.205 -0.095
1.022 0.782 -0.262
2.141 0.542 1.003
-0.735 -0.736 2.830
-0.464 -0.283 -1.289
-0.068 -0.364 0.757
0.814 0.589 -0.737
-1.562 -0.497 -0.364
1.979 0.316 0.473
-0.757 -0.091 -0.236
0.046 0.253 0.190
-0.335 0.305 0.392
-0.567 -0.046 -0.267
-0.516 -0.406 -0.268
0.016 -0.078 0.026
0.705 -0.023 0.058
0.388 -0.027 0.445
-0.015 -0.374 -0.273
-0.079 0.220 -0.327
0.270 -0.324 -0.840
-0.582 -0.236 0.541
0.056 -0.117 0.240
-0.540 -0.090 -0.434
-0.560 -0.071 -1.401
-0.108 0.128 -0.271
-0.046 0.334 -0.227
0.351 -0.064 -0.083
0.112 0.092 0.228
-0.633 -0.054 -0.860
-0.254 -2.957 -1.166
0.107 4.548 1.503
0.212 1.023 1.388
-1.617 -1.562 0.449
0.037 0.121 -0.359
0.241 -0.300 -0.290
-0.861 1.540 -0.555
3.646 1.473 0.945
-3.099 -1.518 -1.418
-0.569 -1.214 0.167
-0.968 -1.908 0.499
2.934 0.612 0.267
-0.160 -0.146 -0.297
0.336 -0.041 -0.694
0.414 -0.491 -0.381
0.219 0.654 0.228
-0.110 -0.143 0.464
0.271 -0.142 -0.401
-0.271 0.797 0.258
0.002 -0.187 -0.048
-0.448 -0.175 -0.086
-0.381 1.152 -0.126
0.217 0.185 0.347
-0.380 0.372 -0.410
-0.064 -0.410 0.304

Calculated values
- LUMO energy (alpha / beta): -9.187 / -12.985 eV
- Multiplicity: 5
- Energy: -108116.37540 eV
- E_HOMO (alpha / beta): -15.9 / -16.5 eV
- Kohn-Sham gap (alpha / beta): 6.71 / 3.48 eV
- Net charge: +3